Entry w
The following is a quantum chemistry calculation of 15 unconnected molecules or ions with the total composition H30O15, from the Open Molecules 2025 dataset.

Structure (ORCA input):
```
! wB97M-V def2-TZVPD RIJCOSX def2/J DEFGRID3
* xyz 0 1
O -1.169 -2.707 -0.111
H -1.921 -3.310 -0.228
H -0.399 -3.277 0.009
O -0.367 0.241 0.445
H 0.232 -0.347 0.909
H 0.225 0.646 -0.273
O -1.403 1.602 -2.497
H -1.183 1.639 -3.393
H -1.670 0.742 -2.314
O 1.576 -1.675 0.938
H 1.440 -1.974 0.022
H 1.831 -2.445 1.409
O 1.483 -0.358 -2.935
H 0.556 -0.545 -2.883
H 1.758 -0.487 -3.847
O 0.403 3.890 -2.225
H 0.553 3.078 -1.766
H 0.157 3.676 -3.117
O -2.820 0.154 -0.387
H -3.167 0.184 0.481
H -1.853 0.182 -0.168
O 0.692 0.116 3.504
H 1.180 0.632 2.882
H 0.905 0.329 4.384
O -1.142 -1.301 -2.477
H -1.220 -1.632 -1.597
H -1.699 -1.865 -2.946
O 1.769 1.951 1.941
H 1.685 2.877 1.905
H 1.076 1.712 1.391
O -2.821 -1.781 1.890
H -3.071 -2.662 2.128
H -2.143 -1.934 1.319
O 3.292 -0.244 -0.453
H 2.881 -0.899 0.094
H 3.957 0.181 0.069
O -0.165 -2.991 3.525
H -0.518 -2.225 3.059
H -0.079 -2.648 4.391
O -0.954 3.291 0.404
H -0.825 2.408 0.133
H -1.583 3.581 -0.253
O 1.281 1.683 -0.942
H 2.079 1.223 -0.629
H 1.148 1.281 -1.792
*
```

Output
HOMO-LUMO gap = 9.5 eV
M = 270.2 g/mol
LUMO level = -0.5 eV



Entry x
The following is a quantum chemistry calculation of 15 unconnected molecules or ions with the total composition H30O15, from the Open Molecules 2025 dataset.

Structure (ORCA input):
```
! wB97M-V def2-TZVPD RIJCOSX def2/J DEFGRID3
* xyz 0 1
O 0.630 -0.394 0.149
H -0.197 -0.099 0.480
H 1.056 0.326 -0.382
O -3.791 -0.018 -0.577
H -2.961 0.428 -0.385
H -3.620 -0.921 -0.369
O 1.300 -2.612 -1.250
H 0.835 -3.321 -0.782
H 1.012 -1.815 -0.809
O -2.307 -2.213 0.640
H -3.043 -2.776 0.933
H -1.542 -2.570 1.202
O -1.690 -1.595 -1.926
H -1.903 -1.870 -1.029
H -0.818 -1.221 -1.850
O 0.050 0.309 -2.796
H 1.003 0.545 -2.828
H -0.160 -0.202 -3.606
O 3.401 -1.537 0.280
H 2.740 -2.130 -0.079
H 3.785 -2.103 0.903
O 1.981 -1.057 2.971
H 1.266 -0.544 3.398
H 1.759 -1.138 2.050
O 3.991 -0.188 -2.084
H 3.607 -0.709 -1.368
H 4.551 0.455 -1.728
O -1.447 1.124 0.791
H -1.609 1.651 1.573
H -1.558 1.634 -0.042
O -1.867 2.019 -1.655
H -2.441 2.291 -2.352
H -1.244 1.334 -1.915
O 0.541 2.155 2.651
H -0.413 2.290 2.961
H 0.499 1.540 1.937
O -3.059 -0.852 2.813
H -2.547 -0.841 1.981
H -3.043 -1.759 3.175
O 0.082 3.670 0.108
H -0.603 3.953 0.712
H 0.254 2.726 0.262
O 2.219 1.825 -0.558
H 2.118 2.518 -1.219
H 3.182 1.690 -0.384
*
```

Output
HOMO-LUMO gap = 9.9 eV
M = 270.2 g/mol
LUMO level = -0.4 eV



Entry y
The following is a quantum chemistry calculation of 15 unconnected molecules or ions with the total composition H30O15, from the Open Molecules 2025 dataset.

Structure (ORCA input):
```
! wB97M-V def2-TZVPD RIJCOSX def2/J DEFGRID3
* xyz 0 1
H -0.839 -0.535 -0.680
H 0.252 0.517 -0.793
H -3.486 0.476 1.695
H -4.828 1.140 1.957
H -2.720 -1.660 0.426
H -2.491 -0.970 1.760
H 0.635 -2.884 -0.745
H 1.195 -4.113 -1.442
H 4.545 0.276 -1.298
H 5.535 -0.818 -1.664
H 3.795 2.392 0.539
H 4.987 1.478 0.309
H 1.028 3.132 0.903
H 0.509 1.709 0.771
H -5.402 3.122 -2.014
H -4.197 2.333 -2.502
H -1.655 -3.035 -1.186
H -1.688 -4.407 -0.534
H -1.143 -0.347 3.198
H -1.876 0.740 2.429
H 3.995 -1.135 0.569
H 3.485 -2.099 -0.490
H -3.752 -2.561 -2.168
H -3.520 -4.029 -2.486
H 0.937 6.058 -0.155
H 0.627 4.738 0.530
H 0.406 -3.020 2.059
H 1.227 -4.195 1.554
H 1.624 2.790 -1.380
H 0.374 3.298 -2.079
O -0.672 0.404 -0.542
O -3.891 1.338 1.842
O -2.760 -0.796 0.851
O 1.284 -3.589 -0.638
O 5.478 0.043 -1.235
O 4.024 1.474 0.355
O 0.512 2.464 1.369
O -4.742 2.483 -1.721
O -1.220 -3.895 -1.203
O -1.023 0.294 2.488
O 4.207 -1.969 0.135
O -3.596 -3.414 -1.747
O 0.326 5.314 -0.181
O 1.182 -3.552 2.270
O 1.196 3.601 -1.678
*
```

Output
HOMO-LUMO gap = 9.8 eV
M = 270.2 g/mol
LUMO level = -0.6 eV



Stability, lowest: entry y



Entry w
The following is a quantum chemistry calculation of C4H5NO3 in the gas phase, from the Open Molecules 2025 dataset.

Structure (ORCA input):
```
! wB97M-V def2-TZVPD RIJCOSX def2/J DEFGRID3
* xyz 0 1
C -0.742 -0.999 1.200
C 1.254 -0.023 -0.165
C 0.427 -0.418 -1.309
C -0.194 0.059 0.149
N -0.877 1.378 0.098
O -1.669 -0.682 1.883
O -2.046 1.481 -0.205
O -0.262 2.277 0.551
H -0.202 -2.009 1.196
H 1.889 -0.786 0.304
H 1.792 0.872 -0.045
H 0.446 0.263 -2.158
H 0.182 -1.414 -1.498
*
```

Output
HOMO-LUMO gap = 11.0 eV
M = 115.1 g/mol
LUMO level = 0.4 eV



Entry x
The following is a quantum chemistry calculation of C4H5NO3 in the gas phase, from the Open Molecules 2025 dataset.

Structure (ORCA input):
```
! wB97M-V def2-TZVPD RIJCOSX def2/J DEFGRID3
* xyz 0 1
C -1.803 0.398 -0.798
C 1.676 1.176 -0.037
C -0.627 0.233 -0.005
C 0.729 0.030 -0.522
N 1.291 -1.225 -0.035
O 1.577 2.325 0.143
O -0.802 -0.100 1.324
O -2.931 0.441 -0.151
H 0.761 0.177 -1.616
H 0.781 -2.009 -0.434
H 2.269 -1.319 -0.288
H -0.053 -0.650 1.596
H -2.867 0.523 0.823
*
```

Output
HOMO-LUMO gap (spin up / spin down) = 6.6 / 8.4 eV
M = 115.1 g/mol
LUMO level (spin up / spin down) = -1.2 / -0.4 eV



Entry y
The following is a quantum chemistry calculation of 2 unconnected molecules or ions with the total composition C4H5NO3, from the Open Molecules 2025 dataset.

Structure (ORCA input):
```
! wB97M-V def2-TZVPD RIJCOSX def2/J DEFGRID3
* xyz 0 1
C -0.934 -0.555 1.114
C -0.574 1.385 -1.621
C 1.035 -0.249 -0.518
C 0.239 0.250 0.680
O 0.452 -1.306 -1.154
N 0.542 1.335 1.244
O -1.677 1.160 -1.662
O 2.143 0.151 -0.780
H 1.031 -1.626 -1.865
H 1.407 1.749 0.896
H -0.586 -1.500 1.540
H -1.499 0.000 1.863
H -1.577 -0.793 0.262
*
```

Output
HOMO-LUMO gap = 10.3 eV
M = 115.1 g/mol
LUMO level = -0.1 eV



Entry z
The following is a quantum chemistry calculation of C4H5NO3 in the gas phase, from the Open Molecules 2025 dataset.

Structure (ORCA input):
```
! wB97M-V def2-TZVPD RIJCOSX def2/J DEFGRID3
* xyz 0 1
C -0.268 1.310 -0.259
C 0.988 0.922 -0.222
C -1.547 0.422 -0.121
C -0.339 -1.509 0.195
N 1.985 0.035 -0.008
O 2.120 -0.352 1.236
O 2.719 -0.164 -0.965
O -1.190 -0.847 -0.492
H -0.590 2.314 -0.412
H -1.746 0.425 0.880
H -2.275 1.086 -0.750
H 0.059 -2.519 -0.233
H 0.085 -1.123 1.151
*
```

Output
HOMO-LUMO gap (spin up / spin down) = 7.1 / 5.9 eV
M = 115.1 g/mol
LUMO level (spin up / spin down) = -1.2 / -2.0 eV



Stability, lowest: entry z



Entry w
The following is a quantum chemistry calculation of C4H5NO3 in the gas phase, from the Open Molecules 2025 dataset.

Structure (ORCA input):
```
! wB97M-V def2-TZVPD RIJCOSX def2/J DEFGRID3
* xyz 0 1
C 1.006 0.164 0.706
C -0.003 0.350 -1.507
C -0.195 -0.446 -0.110
C -1.179 -1.033 0.849
H 1.154 2.213 1.036
H -0.910 0.376 -2.131
H 0.704 -0.149 -2.128
H -1.988 -1.190 0.229
H -1.343 -1.121 1.971
N 1.318 1.473 0.112
O 1.383 -0.467 1.642
O 0.227 1.733 -0.882
O -0.173 -1.902 0.214
*
```

Output
HOMO-LUMO gap = 10.2 eV
M = 115.1 g/mol
LUMO level = 0.6 eV



Entry x
The following is a quantum chemistry calculation of C4H5NO3 in the gas phase, from the Open Molecules 2025 dataset.

Structure (ORCA input):
```
! wB97M-V def2-TZVPD RIJCOSX def2/J DEFGRID3
* xyz 0 1
C 1.894 0.087 -0.188
C 0.833 -0.859 0.183
C -1.380 -0.315 -0.205
C -1.106 1.102 0.053
H 0.647 -0.391 1.246
H 0.885 -2.012 0.299
H -2.048 -0.301 -1.137
H -1.812 -1.065 0.614
H -1.973 1.540 0.437
N -0.056 1.780 -0.096
O 3.044 0.025 -0.123
O -0.281 -0.994 -0.633
O 1.353 1.404 -0.448
*
```

Output
HOMO-LUMO gap = 10.7 eV
M = 115.1 g/mol
LUMO level = 0.5 eV



Entry y
The following is a quantum chemistry calculation of a molecular structure, C4H5NO3, from the Open Molecules 2025 dataset.

Structure (ORCA input):
```
! wB97M-V def2-TZVPD RIJCOSX def2/J DEFGRID3
* xyz 0 1
C 0.603 0.628 -0.927
C -1.125 -0.125 -0.137
N -1.073 0.263 1.178
C 0.247 -0.728 -0.744
O 1.273 1.277 0.059
C 1.153 -1.651 0.239
O -2.155 -0.337 -0.751
O 1.242 -1.649 1.405
H 1.306 2.227 -0.108
H 0.687 1.029 -1.934
H -0.207 0.178 1.692
H -1.943 0.151 1.677
H -0.010 -1.263 -1.650
*
```

Output
HOMO-LUMO gap (spin up / spin down) = 7.3 / 8.1 eV
M = 115.1 g/mol
LUMO level (spin up / spin down) = -0.2 / 0.0 eV



Entry z
The following is a quantum chemistry calculation of C4H5NO3 in the gas phase, from the Open Molecules 2025 dataset.

Structure (ORCA input):
```
! wB97M-V def2-TZVPD RIJCOSX def2/J DEFGRID3
* xyz 0 1
C 1.916 -0.159 -0.171
C 0.603 -0.820 -0.215
C -1.116 0.737 0.224
C -1.882 -0.480 -0.203
H 2.456 1.925 0.174
H -0.929 0.593 1.300
H -1.402 1.667 -0.256
H -1.848 -1.392 0.513
H -2.586 -0.514 -1.030
N -0.497 -0.123 -0.743
O 1.644 1.212 0.298
O 3.069 -0.666 -0.408
O 0.571 -1.978 0.516
*
```

Output
HOMO-LUMO gap = 9.9 eV
M = 115.1 g/mol
LUMO level = -0.7 eV



Stability, lowest: entry w



Entry w
The following is a quantum chemistry calculation of C3H4ClN3 in the gas phase, from the Open Molecules 2025 dataset.

Structure (ORCA input):
```
! wB97M-V def2-TZVPD RIJCOSX def2/J DEFGRID3
* xyz 0 1
C -0.331 1.715 -0.022
C -0.295 0.222 0.101
C 0.768 -0.674 0.042
H -1.324 2.012 -0.268
H 0.046 2.147 0.943
H 0.343 2.011 -0.831
H 0.629 -2.784 -0.117
N -1.420 -0.552 0.097
N -1.119 -1.816 0.051
N 0.227 -1.863 -0.049
Cl 2.476 -0.417 0.054
*
```

Output
HOMO-LUMO gap = 10.1 eV
M = 117.5 g/mol
LUMO level = 0.7 eV



Entry x
The following is a quantum chemistry calculation of 2 unconnected molecules or ions with the total composition C3H4ClN3, from the Open Molecules 2025 dataset.

Structure (ORCA input):
```
! wB97M-V def2-TZVPD RIJCOSX def2/J DEFGRID3
* xyz 0 1
C 2.338 1.078 0.657
C -1.874 -0.552 -1.061
C 1.386 0.303 1.322
N 3.133 1.759 0.112
N -0.628 -0.346 -0.317
N 0.445 -0.659 -0.456
Cl -0.013 1.117 1.950
H -2.684 0.248 -0.819
H -2.074 -1.712 -0.893
H -1.724 -0.507 -2.091
H 1.695 -0.729 1.596
*
```

Output
HOMO-LUMO gap (spin up / spin down) = 7.5 / 8.0 eV
M = 117.5 g/mol
LUMO level (spin up / spin down) = -0.4 / -0.1 eV



Stability, lowest: entry x



Entry w
The following is a quantum chemistry calculation of a molecular structure, C4H4N2OS, from the Open Molecules 2025 dataset.

Structure (ORCA input):
```
! wB97M-V def2-TZVPD RIJCOSX def2/J DEFGRID3
* xyz 0 1
C 0.687 0.909 -0.102
C -0.614 0.499 -0.094
C -2.111 0.267 -0.092
C -0.525 -0.887 -0.101
H 3.316 -0.527 1.182
H 1.183 1.857 -0.106
H -2.671 0.551 0.802
H -2.633 0.553 -0.972
N 1.432 -0.262 -0.117
N 0.668 -1.418 -0.120
O -1.855 -1.194 -0.103
S 3.123 -0.347 -0.177
*
```

Output
HOMO-LUMO gap = 9.8 eV
M = 128.2 g/mol
LUMO level = 0.7 eV



Entry x
The following is a quantum chemistry calculation of 2 unconnected molecules or ions with the total composition C4H4N2OS, from the Open Molecules 2025 dataset.

Structure (ORCA input):
```
! wB97M-V def2-TZVPD RIJCOSX def2/J DEFGRID3
* xyz 0 1
C 0.119 1.014 -0.740
C -0.613 1.079 0.618
C 1.417 0.541 -0.551
C 0.101 0.418 1.544
N -0.971 -2.223 -0.861
N -1.223 -1.665 0.099
O -0.486 -2.968 -1.575
S 1.602 -0.211 0.908
H -0.364 1.746 -1.443
H -1.663 1.319 0.808
H 2.273 0.485 -1.226
H -0.190 0.464 2.420
*
```

Output
HOMO-LUMO gap = 9.7 eV
M = 128.2 g/mol
LUMO level = 0.7 eV



Stability, lowest: entry x



Entry w
The following is a quantum chemistry calculation of C4H4N2OS in the gas phase, from the Open Molecules 2025 dataset.

Structure (ORCA input):
```
! wB97M-V def2-TZVPD RIJCOSX def2/J DEFGRID3
* xyz 0 1
C 1.258 0.878 0.616
C -0.470 -0.108 -0.944
C -1.421 -1.027 -0.741
C -1.314 -1.337 0.638
H 2.743 2.567 0.004
H -0.199 0.396 -1.835
H -2.147 -1.393 -1.469
H -1.853 -2.163 1.189
N 0.185 0.095 0.270
N -0.339 -0.716 1.250
O 1.658 0.967 1.769
S 1.899 1.841 -0.746
*
```

Output
HOMO-LUMO gap = 10.5 eV
M = 128.2 g/mol
LUMO level = 0.3 eV



Entry x
The following is a quantum chemistry calculation of a molecular structure, C4H4N2OS, from the Open Molecules 2025 dataset.

Structure (ORCA input):
```
! wB97M-V def2-TZVPD RIJCOSX def2/J DEFGRID3
* xyz 0 1
C 0.069 0.105 -0.442
C 0.571 0.192 0.993
C -1.267 -0.188 0.124
C 0.564 -0.964 -1.340
H 1.286 1.352 -2.329
H 1.306 1.116 1.085
H 1.090 -0.764 1.496
H -1.239 -0.211 2.265
N -0.930 0.213 1.341
N 0.898 -2.122 -1.580
O -2.323 -0.643 -0.307
S -0.025 1.916 -1.306
*
```

Output
HOMO-LUMO gap = 9.5 eV
M = 128.2 g/mol
LUMO level = -0.7 eV



Entry y
The following is a quantum chemistry calculation of C4H4N2OS in the gas phase, from the Open Molecules 2025 dataset.

Structure (ORCA input):
```
! wB97M-V def2-TZVPD RIJCOSX def2/J DEFGRID3
* xyz 0 1
C 0.301 -0.133 0.786
C -0.911 0.259 1.409
C -0.953 0.088 -1.223
C 0.272 -0.202 -0.598
H 2.093 -0.697 0.976
H -0.946 0.330 2.522
H -1.022 0.005 -2.333
H 2.186 0.487 -1.758
N -2.028 0.543 0.755
N -2.047 0.461 -0.576
O 1.352 -0.408 1.551
S 1.704 -0.732 -1.512
*
```

Output
HOMO-LUMO gap = 9.8 eV
M = 128.2 g/mol
LUMO level = 0.2 eV



Stability, lowest: entry x



Entry w
The following is a quantum chemistry calculation of C4H4N2OS in the gas phase, from the Open Molecules 2025 dataset.

Structure (ORCA input):
```
! wB97M-V def2-TZVPD RIJCOSX def2/J DEFGRID3
* xyz 0 1
C -1.202 0.195 0.008
C -0.618 1.570 -0.002
C 0.712 1.495 -0.002
C 1.113 0.068 -0.005
H 0.294 -2.382 0.832
H 0.306 -2.385 -0.829
H -1.219 2.463 -0.010
H 1.463 2.306 0.013
N -0.176 -2.033 -0.003
N -0.104 -0.648 0.001
O 2.200 -0.452 0.000
S -2.770 -0.198 -0.002
*
```

Output
HOMO-LUMO gap = 7.8 eV
M = 128.2 g/mol
LUMO level = -1.3 eV



Entry x
The following is a quantum chemistry calculation of C4H4N2OS in the gas phase, from the Open Molecules 2025 dataset.

Structure (ORCA input):
```
! wB97M-V def2-TZVPD RIJCOSX def2/J DEFGRID3
* xyz 0 1
C -0.067 -1.558 -1.137
C -0.822 -0.393 -0.837
C -0.349 0.161 0.357
C -0.482 1.573 0.603
H 1.217 0.850 1.727
H -0.285 -2.281 -2.021
H -1.533 -0.030 -1.623
H -1.579 1.829 0.172
N 0.812 -0.654 0.424
N 0.842 -1.662 -0.332
O 0.189 2.363 1.175
S 2.058 -0.198 1.494
*
```

Output
HOMO-LUMO gap = 8.6 eV
M = 128.2 g/mol
LUMO level = -0.2 eV



Stability, lowest: entry x



Entry w
The following is a quantum chemistry calculation of C3H2N4O in the gas phase, from the Open Molecules 2025 dataset.

Structure (ORCA input):
```
! wB97M-V def2-TZVPD RIJCOSX def2/J DEFGRID3
* xyz 0 1
C -0.126 0.424 -0.020
C 1.209 0.293 -0.052
C 2.224 1.274 -0.022
N 3.311 1.644 0.032
N 1.826 -0.986 -0.057
N 3.023 -1.010 -0.007
N 4.139 -0.952 0.039
O -0.991 -0.592 0.042
H -0.595 1.396 -0.032
H -0.506 -1.432 0.036
*
```

Output
HOMO-LUMO gap = 9.6 eV
M = 110.1 g/mol
LUMO level = 0.6 eV



Entry x
The following is a quantum chemistry calculation of C3H2N4O in the gas phase, from the Open Molecules 2025 dataset.

Structure (ORCA input):
```
! wB97M-V def2-TZVPD RIJCOSX def2/J DEFGRID3
* xyz 0 1
C 0.588 -1.299 0.479
C -0.057 -0.041 -0.771
C 0.163 0.069 0.548
H -0.414 -1.854 1.080
H 1.607 -1.825 0.616
N -0.328 0.946 -1.664
N -0.930 1.901 -0.865
N -0.865 2.061 0.488
N -0.105 1.209 1.165
O 0.340 -1.168 -1.077
*
```

Output
HOMO-LUMO gap = 9.2 eV
M = 110.1 g/mol
LUMO level = -0.8 eV



Entry y
The following is a quantum chemistry calculation of C3H2N4O in the gas phase, from the Open Molecules 2025 dataset.

Structure (ORCA input):
```
! wB97M-V def2-TZVPD RIJCOSX def2/J DEFGRID3
* xyz 0 1
C -0.788 1.134 1.456
C -0.176 0.497 -0.481
C 0.866 -1.402 -0.148
H -1.116 1.743 2.264
H 1.482 -2.290 0.162
N -0.884 1.462 0.079
N 0.721 -1.265 -1.454
N 0.333 -0.290 0.482
N 0.035 0.113 1.732
O -0.151 -0.121 -1.657
*
```

Output
HOMO-LUMO gap = 10.7 eV
M = 110.1 g/mol
LUMO level = 0.3 eV



Stability, lowest: entry x